Molecular formula: C2H2F2INO2
Method: DFT, ωB97M-V with the def2-TZVPD basis set

Results
E_HOMO (alpha / beta): -8.34 / -8.34 eV
M: 236.943 g/mol
Kohn-Sham gap (alpha / beta): 0.2947 / 0.2948 Eh
Energy relative to the best compared isomer or geometry (same formula, charge and spin): 508.4 kJ/mol

Each line ends with the Mulliken charge.
CARTESIAN COORDINATES (ANGSTROEM)
I (3.3284, 0.9907, -0.1479)  0.072
F (1.1750, -0.9538, -0.9409)  -0.178
F (1.8814, -1.3123, 1.0493)  -0.196
O (-0.8597, -0.1140, 0.2541)  -0.173
O (-0.2382, 2.0760, 0.7902)  -0.360
N (-2.2624, -0.1110, -0.3105)  -0.441
C (-0.2149, 0.9349, 0.5179)  0.523
C (1.6912, -0.3653, 0.1271)  0.171
H (-2.5176, -1.0677, -0.0217)  0.298
H (-1.9833, -0.0775, -1.3176)  0.282



Molecular formula: C14H17CsN3O3SbSe4
Method: DFT, ωB97M-V with the def2-TZVPD basis set

Results
E_HOMO (alpha / beta): -1.26 / -1.24 eV
M: 845.813 g/mol
Net charge: -2
Kohn-Sham gap (alpha / beta): 0.1705 / 0.1698 Eh
Energy relative to the best compared isomer or geometry (same formula, charge and spin): 62.0 kJ/mol

Each line ends with the Mulliken charge.
CARTESIAN COORDINATES (ANGSTROEM)
Cs (-2.4626, 1.5968, 0.9877)  0.976
Sb (-5.0633, 5.0612, -2.2792)  0.499
Se (-6.3895, 4.4785, -4.2710)  -0.617
Se (-3.7033, 3.1822, -1.4849)  -0.600
Se (-6.4290, 6.0766, -0.5560)  -0.733
Se (-3.6822, 6.7534, -3.4377)  -0.542
O (-1.9221, -0.0644, 2.7778)  -0.447
O (1.4120, -0.0302, -1.4308)  -0.483
O (-1.1487, 0.9873, 2.9696)  -0.499
N (-4.5595, -4.1174, -2.1758)  -0.651
N (-6.3923, -2.7575, -2.5662)  -0.482
N (-3.1670, -1.9460, -1.1383)  -0.400
C (5.2494, 1.3399, -0.8008)  -1.822
C (2.4143, -0.1476, 1.3311)  1.189
C (2.4928, 0.4113, -1.1295)  -0.495
C (5.0475, 0.7436, 1.6079)  -0.834
C (-5.0956, -2.9119, -2.1260)  0.733
C (0.9878, -0.6294, 1.2728)  -1.452
C (4.3689, 0.2668, 2.7199)  0.590
C (3.0612, -0.1707, 2.5615)  -0.966
C (4.4411, 0.7958, 0.3590)  1.090
C (3.1196, 0.3433, 0.2194)  0.701
C (5.0247, 0.2356, 4.0757)  -1.452
C (-2.6170, -3.1686, -1.1735)  -0.034
C (-3.3149, -4.2340, -1.6900)  -0.327
C (-4.3838, -1.8135, -1.6040)  -0.315
H (0.8622, -1.4199, 0.5354)  0.369
H (-6.7637, -3.5267, -3.0960)  0.254
H (4.5552, 0.9588, 4.7456)  0.299
H (0.6593, -0.9717, 2.2514)  0.387
H (6.0864, 0.4748, 4.0082)  0.344
H (0.3067, 0.1771, 0.9994)  0.117
H (4.9213, -0.7482, 4.5364)  0.348
H (4.7948, 2.2334, -1.2304)  0.390
H (-6.6930, -1.8357, -2.8335)  0.248
H (-4.8191, -0.8177, -1.5953)  0.315
H (6.0700, 1.0915, 1.7143)  0.219
H (2.5102, -0.5322, 3.4227)  0.380
H (6.2473, 1.6098, -0.4562)  0.326
H (3.1007, 0.9137, -1.9025)  0.316
H (-2.8734, -5.2236, -1.7300)  0.339
H (5.3593, 0.6091, -1.6033)  0.393
H (-1.6126, -3.2735, -0.7849)  0.327



Molecular formula: C7H17NO8PS2
Method: DFT, ωB97M-V with the def2-TZVPD basis set

Results
E_HOMO: -12.46 eV
M: 338.320 g/mol
Net charge: +1
Kohn-Sham gap: 0.2923 Eh

Each line ends with the Mulliken charge.
CARTESIAN COORDINATES (ANGSTROEM)
S (-2.4895, -1.4777, -2.2172)  -0.375
S (-0.3979, 1.7183, 1.7637)  1.129
P (-2.4453, -0.7782, -0.4078)  0.537
O (4.5466, -0.3321, 0.7834)  -0.259
O (-2.1482, -1.9373, 0.6219)  -0.450
O (0.4520, 0.4082, 1.3650)  -0.392
O (3.7854, -2.3097, 1.5953)  -0.472
O (-0.9871, 1.5220, 3.0281)  -0.557
O (-3.8717, -0.0885, -0.0691)  -0.524
O (-1.5125, 1.5835, 0.6079)  -0.396
O (0.4125, 2.8560, 1.5547)  -0.546
N (-6.7665, -0.3730, 0.4123)  -0.502
C (0.2279, 0.0440, 0.0013)  0.371
C (4.7108, -1.5382, 1.3881)  0.098
C (3.7853, 0.8680, -1.1169)  -1.011
C (1.3023, 0.4569, -1.0212)  -1.018
C (-1.1651, 0.5394, -0.3043)  0.085
C (4.3682, -0.4323, -0.6347)  -0.562
C (2.4851, 1.2299, -0.4247)  -0.811
H (0.8477, 1.0814, -1.7763)  0.382
H (-1.2359, 0.9560, -1.2970)  0.276
H (1.6309, -0.4462, -1.5107)  0.463
H (5.7265, -1.8035, 1.6933)  0.403
H (2.3154, 2.2794, -0.6192)  0.400
H (0.2239, -1.0377, 0.0141)  0.442
H (2.5602, 1.1291, 0.6449)  0.624
H (3.7694, -1.2963, -0.9002)  0.380
H (-6.8346, -1.3199, 0.7925)  0.368
H (-5.8861, 0.0610, 0.7324)  0.382
H (3.6722, 0.8208, -2.1938)  0.345
H (-7.5639, 0.1810, 0.7343)  0.396
H (-2.1707, -2.7602, 0.1202)  0.381
H (5.3484, -0.5544, -1.0853)  0.393
H (4.5042, 1.6507, -0.9152)  0.409
H (-4.4195, -0.4873, -0.7514)  0.233
H (-6.7801, -0.4131, -0.6084)  0.376